Molecular formula: C5H10O2
Method: DFT, ωB97M-V with the def2-TZVPD basis set

Geometry as XYZ:
```
17
Properties=species:S:1:pos:R:3:nbo_charge:R:1
C 0.42 -2.20 0.68 -0.349
C -0.83 3.25 -0.64 0.611
H -1.44 3.92 -1.29 0.054
H 0.72 -2.88 1.50 0.229
H -0.57 -2.10 -1.06 0.215
H -1.54 -0.13 1.06 0.305
C -0.68 0.00 0.38 -0.752
H -0.90 -0.13 -0.67 0.254
H 2.77 0.89 -1.15 0.057
H -0.04 -3.87 -0.60 0.227
H 0.75 -0.48 1.96 0.228
H 2.43 0.51 -0.59 -0.053
O -1.31 3.10 0.51 -0.759
O 0.19 2.70 -1.09 -0.765
H -0.35 1.04 0.45 0.346
C 0.00 -2.80 -0.46 -0.121
C 0.38 -0.82 1.00 0.272
```

charge	0
LUMO energy	-3.89	eV
frontier orbital gap	3.7	eV
HOMO	-7.60	eV